Density functional theory data (wB97M-V/def2-TZVPD) for C40H104KN5O15 as an isolated structure.

```
165
C40H104KN5O15 wB97M-V/def2-TZVPD
K -27.583 -34.852 11.233
C -30.387 -30.905 9.025
C -30.525 -32.166 9.831
O -29.409 -32.941 10.214
H -29.441 -30.371 9.104
H -31.154 -30.198 9.343
H -30.539 -31.092 7.962
H -31.361 -32.777 9.491
H -30.968 -31.825 10.767
C -27.198 -31.847 3.496
O -27.061 -31.492 4.831
C -27.998 -30.470 5.230
C -27.886 -30.423 6.747
N -26.520 -30.176 7.229
C -26.492 -30.120 8.685
C -25.069 -29.944 9.270
O -24.211 -31.058 8.916
C -24.514 -32.217 9.619
H -27.116 -30.973 2.849
H -28.123 -32.355 3.220
H -26.415 -32.561 3.241
H -28.949 -30.706 4.752
H -27.598 -29.605 4.700
H -28.185 -31.416 7.084
H -28.551 -29.662 7.156
H -25.839 -30.791 6.806
H -27.071 -30.908 9.167
H -27.087 -29.237 8.919
H -25.025 -29.705 10.333
H -24.556 -29.059 8.894
H -23.755 -32.953 9.352
H -25.527 -32.560 9.410
H -24.322 -32.177 10.691
C -32.119 -31.899 4.377
O -32.641 -33.216 4.655
C -31.762 -33.886 5.581
C -32.306 -35.245 6.003
N -32.455 -36.173 4.877
C -33.219 -37.382 5.289
C -33.350 -38.351 4.118
O -34.130 -37.775 3.092
C -34.113 -38.538 1.956
H -32.028 -31.269 5.262
H -32.720 -31.319 3.676
H -31.102 -31.988 3.996
H -31.738 -33.253 6.468
H -30.760 -33.964 5.159
H -33.282 -35.142 6.477
H -31.589 -35.620 6.734
H -33.028 -35.673 4.213
H -34.227 -37.171 5.645
H -32.692 -37.909 6.084
H -33.890 -39.198 4.541
H -32.402 -38.675 3.690
H -34.930 -38.139 1.355
H -34.336 -39.594 2.107
H -33.181 -38.415 1.404
C -32.337 -28.915 16.155
O -31.986 -29.229 14.817
C -33.085 -29.273 13.927
C -32.695 -30.102 12.704
N -32.847 -31.512 12.875
C -31.929 -32.044 13.877
C -31.805 -33.564 13.775
O -31.038 -34.015 14.899
C -31.799 -34.481 16.005
H -32.751 -29.798 16.641
H -32.982 -28.037 16.198
H -31.445 -28.677 16.734
H -33.273 -28.239 13.636
H -33.958 -29.704 14.416
H -31.681 -29.802 12.438
H -33.309 -29.818 11.850
H -32.588 -31.853 11.961
H -32.323 -31.848 14.874
H -30.902 -31.719 13.712
H -31.316 -33.817 12.835
H -32.780 -34.045 13.700
H -31.218 -34.613 16.918
H -32.350 -35.402 15.816
H -32.502 -33.686 16.253
C -24.745 -28.890 2.553
O -26.159 -28.908 2.457
C -26.698 -28.225 1.307
C -28.139 -28.676 1.078
N -28.941 -28.147 2.195
C -30.287 -28.760 2.210
C -31.174 -28.273 3.385
O -30.575 -28.770 4.589
C -31.256 -28.365 5.702
H -24.310 -27.890 2.560
H -24.342 -29.476 1.727
H -24.440 -29.400 3.466
H -26.150 -28.535 0.418
H -26.537 -27.147 1.314
H -28.161 -29.765 1.117
H -28.535 -28.411 0.098
H -28.458 -28.464 3.023
H -30.228 -29.838 2.365
H -30.806 -28.604 1.265
H -32.201 -28.610 3.237
H -31.132 -27.185 3.339
H -31.171 -27.300 5.917
H -30.748 -28.852 6.534
H -32.311 -28.635 5.659
C -28.217 -25.411 7.411
O -29.223 -25.360 8.372
C -30.316 -24.510 8.022
C -31.382 -24.390 9.162
N -32.284 -25.560 9.230
C -31.743 -26.912 9.355
C -30.931 -27.183 10.657
O -31.636 -26.697 11.822
C -30.849 -26.781 13.028
H -27.433 -26.086 7.755
H -27.699 -24.457 7.314
H -28.538 -25.772 6.434
H -30.715 -24.757 7.038
H -29.909 -23.499 7.976
H -32.015 -23.513 9.024
H -30.951 -24.296 10.159
H -32.774 -25.473 10.110
H -31.151 -27.101 8.460
H -32.528 -27.667 9.381
H -29.980 -26.659 10.570
H -30.589 -28.215 10.728
H -31.456 -26.451 13.872
H -29.988 -26.125 12.900
H -30.583 -27.799 13.311
C -28.357 -35.421 6.230
C -28.334 -34.069 6.897
O -27.843 -34.189 8.220
H -28.605 -35.331 5.172
H -29.083 -36.087 6.697
H -27.395 -35.932 6.276
H -29.306 -33.578 6.867
H -27.671 -33.394 6.357
H -28.347 -33.618 8.804
C -32.236 -36.625 9.481
C -31.540 -35.901 10.632
O -30.135 -35.758 10.369
H -32.496 -35.875 8.733
H -33.157 -37.086 9.840
H -31.503 -37.326 9.082
H -31.554 -36.476 11.558
H -32.021 -34.997 11.008
H -29.929 -34.857 10.108
C -34.343 -32.214 8.113
C -34.819 -31.453 9.379
O -34.774 -30.068 9.137
H -33.396 -31.861 7.705
H -35.038 -32.076 7.285
H -34.091 -33.263 8.269
H -34.198 -31.684 10.244
H -35.867 -31.637 9.616
H -35.570 -29.861 8.642
C -28.259 -30.117 12.909
C -27.714 -31.512 13.203
O -27.181 -32.004 11.994
H -28.653 -29.624 13.798
H -29.109 -30.136 12.227
H -27.513 -29.447 12.483
H -28.537 -32.150 13.524
H -27.006 -31.512 14.032
H -27.885 -32.023 11.342
```

frontier orbital gap: 7.631 eV
energy relative to the best compared isomer or geometry (same formula, charge and spin): 0.000 eV

These are the Löwdin partial charges, in e, on atoms 1 to 2:
1. K 0.90
2. C -0.08